The following is a DFT calculation (wB97M-V/def2-TZVPD) of the molecule C3H6N2O2.

SMILES string ... C=CC/[N+]([O-])=N/O
LUMO ... 0.943 eV
ΔE to the lowest compared entry with this formula, charge and spin ... 5.7814 eV
Orbital gap ... 10.4 eV
Total energy ... -377.74688 Ha

Geometry (Å):
1 C -2.19148 -0.25802 0.58573
2 C -1.21555 0.58179 0.30148
3 C -0.21444 0.35866 -0.79157
4 N 1.13875 0.36052 -0.20674
5 O 1.59881 1.41036 0.23203
6 N 1.66059 -0.77802 -0.21765
7 O 2.92430 -0.80335 0.35628
8 H -2.89170 -0.06278 1.37875
9 H -2.33820 -1.16899 0.02902
10 H -1.06869 1.49151 0.86710
11 H -0.25136 1.18467 -1.50776
12 H -0.36811 -0.59764 -1.29129
13 H 3.21709 -1.71873 0.26462

Atomic forces in eV per Å
C -0.1 0.0 -0.1
C 0.2 0.1 0.0
C -0.7 0.0 -0.1
N 0.5 -0.4 -0.1
O 0.4 0.7 0.4
N 0.5 -1.4 -0.1
O -0.5 1.0 0.0
H -0.1 0.1 0.2
H 0.0 -0.2 -0.1
H -0.1 0.1 0.1
H 0.2 -0.1 0.1
H 0.0 0.1 0.0
H -0.4 0.0 -0.2

Results of the Mulliken charge analysis, in e, for atoms 1 through 5: -0.709, -0.022, -0.531, 1.054, -0.660


The following is a DFT calculation (wB97M-V/def2-TZVPD) of a cluster of 25 separate species, C7H65NO26 in total.

LUMO ... -0.206 eV
Orbital gap ... 9.2 eV
Total energy ... -2316.63504 Ha

Geometry (Å):
1 C 5.33018 -0.65153 1.15746
2 O 4.98007 0.19114 0.07127
3 C 4.26499 1.33828 0.50480
4 C 2.71489 1.22108 0.38342
5 N 2.24424 2.12332 -0.71328
6 C 2.20674 -0.21904 0.14628
7 C 0.75001 -0.32261 -0.36959
8 C -0.36001 -0.27933 0.73550
9 C 0.01216 0.49342 2.01344
10 O -0.13122 1.91100 1.83121
11 H 5.98092 -0.07142 1.84229
12 H 5.89549 -1.52987 0.82895
13 H 4.43259 -0.93921 1.73222
14 H 4.49660 1.48172 1.57807
15 H 4.69143 2.20736 -0.01808
16 H 2.29939 1.65694 1.31012
17 H 2.89682 2.88154 -0.84471
18 H 1.35526 2.47968 -0.39184
19 H 2.31534 -0.80538 1.07686
20 H 2.84135 -0.74199 -0.58729
21 H 0.66887 -1.30740 -0.86272
22 H 0.51098 0.40440 -1.15483
23 H -0.75968 -1.27003 0.99959
24 H -1.22829 0.26915 0.29522
25 H -0.74436 0.23111 2.77750
26 H 0.98354 0.23422 2.45005
27 H -0.46587 2.07843 0.95242
28 O -0.66311 -3.84675 0.65741
29 H -1.58720 -4.08616 0.78633
30 H -0.17297 -4.53569 1.12811
31 O 0.85724 0.80297 5.22396
32 H 0.10382 0.94149 5.80161
33 H 0.69485 1.40731 4.49303
34 O -0.88581 3.02953 6.54337
35 H -0.96407 3.80261 5.96839
36 H -0.18292 3.26349 7.15735
37 O -0.94260 -4.85507 -2.47089
38 H -1.83237 -5.15954 -2.28185
39 H -0.62061 -4.53606 -1.61510
40 O -3.42994 1.73569 7.56784
41 H -2.58475 1.98443 7.17248
42 H -4.04210 1.69868 6.82164
43 O 6.41763 -1.62436 -2.01731
44 H 6.10234 -1.52001 -2.92168
45 H 5.93604 -0.95167 -1.52256
46 O -2.24815 4.88773 4.21936
47 H -2.97354 4.48274 3.72984
48 H -2.27253 5.80966 3.95332
49 O -3.58816 2.58969 2.62213
50 H -3.01907 2.32254 3.35142
51 H -3.38447 1.95633 1.92698
52 O 5.89994 0.28870 -3.88002
53 H 5.82619 1.06503 -4.44311
54 H 6.62495 0.49687 -3.28014
55 O -2.72586 1.25659 -1.24149
56 H -2.36528 0.59884 -1.84591
57 H -3.29807 1.80535 -1.80036
58 O 3.54976 -1.76316 -4.36043
59 H 4.11699 -0.99569 -4.22221
60 H 3.41107 -1.78564 -5.31389
61 O -5.85972 0.59974 6.60105
62 H -6.77374 0.34540 6.72489
63 H -5.37143 -0.05989 7.09161
64 O -3.99028 3.60003 -2.41243
65 H -3.44611 4.37753 -2.25958
66 H -4.12564 3.58969 -3.36494
67 O -6.60543 -1.86223 7.45932
68 H -6.03880 -2.12323 8.19278
69 H -6.40248 -2.50061 6.76897
70 O -2.93762 -3.51620 -0.91996
71 H -2.37912 -2.75231 -0.73692
72 H -3.03979 -3.50135 -1.87561
73 O -0.37684 0.57399 -3.60752
74 H 0.17561 1.34656 -3.45087
75 H -0.49605 0.56239 -4.56298
76 O 4.02137 -3.97956 -6.20484
77 H 3.13783 -4.26448 -5.95671
78 H 4.39628 -3.64241 -5.38232
79 O 0.90027 -5.98833 2.04975
80 H 1.47868 -6.26696 2.76424
81 H 1.08572 -6.61029 1.33922
82 O -1.61899 -2.88478 -4.75613
83 H -1.35828 -3.68407 -4.27728
84 H -1.37969 -2.16909 -4.15775
85 O 1.56401 3.92311 3.26727
86 H 0.82411 3.52611 2.78773
87 H 1.54204 4.84886 3.01401
88 O 0.56825 -0.07041 8.35422
89 H 0.93629 -0.73083 7.76026
90 H 0.00082 0.45960 7.79226
91 O -2.11607 -0.70863 -6.79803
92 H -3.04426 -0.93988 -6.71039
93 H -1.65779 -1.40559 -6.31482
94 O -1.50458 0.63669 -9.72168
95 H -1.18729 1.53184 -9.56688
96 H -2.03633 0.43718 -8.94026
97 O -3.45229 2.19921 -11.40252
98 H -4.38142 1.97139 -11.32305
99 H -2.99097 1.50031 -10.91605

Atomic forces in eV per Å
C 0.2 0.5 0.8
O 0.2 -0.3 -0.3
C 0.0 -0.5 0.9
C 0.2 0.8 -0.5
N 0.1 -0.9 0.2
C -0.1 -0.1 -0.2
C -0.3 -0.8 0.5
C 0.0 0.8 -0.3
C -1.6 -0.6 0.2
O 0.7 0.2 0.3
H -0.2 -0.3 -0.1
H -0.3 0.2 -0.3
H 0.3 -0.2 -0.2
H 0.0 0.1 -0.4
H -0.4 -0.2 -0.1
H 0.2 -0.5 -0.2
H -0.1 0.2 0.1
H 0.0 0.4 -0.3
H -0.1 0.2 -0.3
H -0.1 0.5 0.2
H 0.0 0.4 0.1
H 0.4 -0.1 0.3
H 0.6 0.2 0.0
H 0.4 -0.4 0.4
H 0.4 -0.1 -0.2
H -0.1 0.3 -0.3
H -0.3 0.0 -0.3
O 0.0 -0.2 -0.1
H -0.1 0.0 -0.1
H 0.2 0.1 0.2
O 0.1 -0.3 -0.1
H -0.1 0.3 0.0
H 0.1 0.2 0.0
O 0.1 0.0 0.0
H -0.2 -0.1 -0.2
H 0.0 -0.1 0.1
O 0.2 0.0 -0.3
H 0.0 -0.2 0.2
H -0.1 0.1 0.0
O 0.2 -0.2 -0.3
H 0.0 0.2 0.1
H -0.2 0.0 0.2
O 0.2 0.0 0.0
H 0.0 -0.2 0.1
H -0.2 0.1 0.1
O 0.0 0.0 0.1
H 0.0 -0.1 -0.1
H 0.0 0.1 0.1
O 0.1 0.1 0.2
H 0.0 -0.1 0.0
H 0.0 0.0 -0.2
O 0.0 0.4 -0.2
H -0.1 0.0 -0.1
H 0.0 -0.2 0.1
O -0.1 -0.1 -0.1
H 0.2 0.1 0.0
H 0.1 0.2 0.2
O 0.1 0.1 -0.1
H 0.1 0.1 0.2
H 0.0 -0.1 0.0
O 0.2 0.7 -0.4
H -0.1 -0.1 0.0
H 0.0 -0.2 0.1
O -0.1 -0.1 -0.2
H 0.1 0.0 0.1
H -0.1 0.0 0.0
O 0.1 -0.4 0.2
H -0.1 0.0 0.1
H -0.1 0.0 -0.1
O -0.3 0.2 0.1
H 0.1 0.0 0.0
H -0.1 0.1 -0.1
O -0.2 0.0 -0.1
H 0.1 -0.1 0.2
H -0.1 0.0 -0.1
O 0.0 0.1 0.0
H -0.1 -0.1 0.0
H 0.0 0.0 0.1
O -0.1 -0.1 -0.2
H 0.0 0.1 0.1
H 0.0 0.0 -0.1
O -0.1 0.2 0.0
H 0.2 0.0 0.1
H 0.1 0.0 0.1
O -0.1 0.0 -0.1
H 0.0 -0.2 0.0
H 0.0 0.1 0.1
O 0.0 -0.1 0.1
H 0.1 0.0 -0.1
H -0.2 0.1 0.1
O 0.0 0.3 0.0
H -0.1 -0.1 0.1
H 0.0 -0.3 -0.1
O -0.3 0.2 0.0
H 0.1 0.0 0.0
H 0.3 -0.2 0.1
O 0.0 -0.1 0.1
H -0.1 0.0 -0.1
H 0.2 0.0 -0.1

Results of the Mulliken charge analysis, in e, for atoms 1 through 5: -0.688, -0.271, -0.993, 1.310, -0.677


The following is a DFT calculation (wB97M-V/def2-TZVPD) of a structure of composition C35H29ClMoNO4.

Multiplicity ... 3
Total charge ... +1
LUMO (spin up / spin down) ... -3.492 / -3.990 eV
ΔE to the lowest compared entry with this formula, charge and spin ... 0.0000 eV
Orbital gap (spin up / spin down) ... 8.1 / 7.6 eV
Total energy ... -2235.11368 Ha

Geometry (Å):
1 Mo -0.04449 0.14728 0.04247
2 O -0.11691 -1.07105 1.42546
3 C 0.86830 -2.01595 1.88512
4 C 2.20703 -1.63168 1.22748
5 C 2.18032 -1.85430 -0.25620
6 C 3.00191 -2.78172 -0.86898
7 C 2.91755 -2.96056 -2.23986
8 C 2.01478 -2.20360 -2.96935
9 C 1.19983 -1.29494 -2.31830
10 C 0.24018 -0.40789 -3.05370
11 C -1.23629 -0.55032 -2.63950
12 O -1.33919 -0.24761 -1.24407
13 C -2.04146 0.49772 -3.40784
14 C -2.26824 0.30411 -4.76861
15 C -2.94726 1.25599 -5.50921
16 C -3.41426 2.41147 -4.89705
17 C -3.20008 2.60326 -3.54330
18 C -2.51394 1.65181 -2.79846
19 C -1.83591 -1.93795 -2.85468
20 C -1.33959 -2.83641 -3.79086
21 C -1.98113 -4.04696 -4.02308
22 C -3.13199 -4.36822 -3.32383
23 C -3.63675 -3.47383 -2.38862
24 C -2.99599 -2.26870 -2.15790
25 N 1.29978 -1.13685 -0.98179
26 C 0.88788 -1.88717 3.40375
27 C 2.06113 -1.86879 4.14939
28 C 2.01339 -1.79422 5.53561
29 C 0.79399 -1.73485 6.18901
30 C -0.38031 -1.75169 5.44997
31 C -0.33433 -1.82965 4.06894
32 C 0.48425 -3.42049 1.43362
33 C -0.44458 -3.63448 0.42505
34 C -0.66845 -4.91658 -0.05904
35 C 0.03308 -5.99325 0.46064
36 C 0.94742 -5.78648 1.48412
37 C 1.17056 -4.50745 1.96896
38 H 2.44744 -0.59011 1.47110
39 H 3.00217 -2.24970 1.63771
40 H 3.69334 -3.35457 -0.26825
41 H 3.55460 -3.67964 -2.73689
42 H 1.94172 -2.30750 -4.04186
43 H 0.52047 0.64133 -2.89853
44 H 0.33674 -0.57450 -4.12497
45 H -1.93258 -0.60526 -5.25300
46 H -3.12073 1.09158 -6.56438
47 H -3.94833 3.15403 -5.47442
48 H -3.56905 3.49568 -3.05520
49 H -2.36882 1.81204 -1.73999
50 H -0.46700 -2.59538 -4.38241
51 H -1.58459 -4.72962 -4.76316
52 H -3.63858 -5.30625 -3.50888
53 H -4.54100 -3.71173 -1.84384
54 H -3.41074 -1.56887 -1.44341
55 H 3.03229 -1.90831 3.67482
56 H 2.93609 -1.77894 6.10037
57 H 0.75694 -1.67448 7.26836
58 H -1.33830 -1.70616 5.95068
59 H -1.25595 -1.84672 3.50201
60 H -1.02410 -2.81580 0.01486
61 H -1.39863 -5.06255 -0.84323
62 H -0.14172 -6.99144 0.08147
63 H 1.48142 -6.62326 1.91492
64 H 1.87091 -4.35831 2.78089
65 Cl 2.66111 1.85900 -1.09179
66 C 2.29218 3.19504 0.01805
67 C 0.94756 3.09159 0.72473
68 O 0.52676 4.00909 1.35384
69 O 0.30163 1.91993 0.65188
70 H 2.31212 4.12377 -0.54339
71 H 3.07427 3.22563 0.77328

Atomic forces in eV per Å
Mo -0.3 -0.2 0.0
O 0.0 0.2 -0.3
C 0.0 0.0 0.1
C 0.1 -0.1 0.1
C 0.0 0.0 0.0
C 0.0 0.0 0.0
C 0.0 0.1 0.0
C 0.0 0.0 0.1
C 0.1 0.0 0.0
C 0.0 0.0 -0.1
C -0.1 -0.1 -0.1
O 0.5 0.3 0.4
C 0.0 0.0 -0.1
C 0.0 0.0 0.0
C 0.0 0.0 0.0
C 0.0 0.0 0.0
C 0.0 0.0 0.0
C 0.0 0.0 0.0
C 0.0 0.1 0.0
C 0.0 0.0 0.0
C 0.0 0.0 0.0
C 0.0 0.0 0.0
C 0.0 0.0 0.0
C 0.0 0.0 0.1
N -0.2 0.2 0.1
C 0.1 0.0 0.0
C 0.0 0.0 -0.1
C 0.0 0.0 0.0
C 0.1 0.0 0.0
C -0.1 0.0 0.0
C 0.0 0.0 0.0
C 0.0 0.0 0.0
C -0.1 0.0 0.0
C 0.0 0.0 0.0
C 0.0 0.0 0.0
C 0.0 0.0 0.0
C 0.0 0.0 0.0
H 0.0 0.0 0.0
H 0.0 0.0 0.0
H 0.0 0.0 0.0
H 0.0 0.0 0.0
H 0.0 0.0 0.0
H 0.0 0.0 0.1
H 0.0 0.0 0.0
H 0.0 0.0 0.0
H 0.0 0.0 0.0
H 0.0 0.0 0.0
H 0.0 0.0 0.0
H 0.0 0.0 0.0
H 0.1 0.0 0.0
H 0.0 0.0 0.0
H 0.0 0.0 0.0
H 0.0 0.0 0.0
H 0.0 0.0 0.0
H 0.0 0.0 0.0
H 0.0 0.0 0.0
H 0.0 0.0 0.0
H 0.0 0.0 0.0
H 0.0 0.0 0.0
H 0.1 0.0 0.0
H 0.0 0.0 0.0
H 0.0 0.0 0.0
H 0.0 0.0 0.0
H 0.0 0.0 0.0
Cl 0.0 -0.1 -0.1
C -0.1 0.0 0.1
C 0.2 0.2 0.1
O 0.0 0.1 -0.1
O -0.2 -0.6 -0.3
H 0.0 0.0 0.0
H 0.0 0.0 0.0

Results of the Mulliken charge analysis, in e, for atoms 1 through 5: 1.540, -0.698, 2.933, -1.581, 0.350


The following is a DFT calculation (wB97M-V/def2-TZVPD) of a structure of composition C4H7NSi.

LUMO ... 0.754 eV
ΔE to the lowest compared entry with this formula, charge and spin ... 2.8449 eV
Orbital gap ... 9.2 eV
Total energy ... -500.65433 Ha

Geometry (Å):
1 C 2.01253 0.05945 0.22844
2 C 1.01761 -0.99916 0.38045
3 C 1.28013 0.68147 -0.63333
4 C -0.29560 -0.46302 0.15966
5 N -1.33963 -1.23417 -0.24214
6 Si -0.60587 1.46961 0.03008
7 H 2.94346 0.07447 0.61344
8 H 1.35859 -1.98207 0.04574
9 H -2.33913 -1.01301 -0.28626
10 H -1.15516 -2.13478 -0.53079
11 H -1.91999 1.43266 0.67576
12 H -1.10422 1.67295 -1.24775
13 H 0.14727 2.43558 0.80669

Atomic forces in eV per Å
C -1.8 -0.5 -0.1
C -1.7 1.2 -1.1
C 0.7 0.5 -1.3
C 0.3 -0.6 1.2
N -0.4 1.4 0.2
Si 0.0 -1.8 1.5
H 2.8 0.3 1.1
H -0.6 -0.2 0.2
H 1.1 0.7 0.4
H 0.5 -2.2 -0.7
H -0.8 0.2 0.7
H -0.3 0.7 -2.0
H 0.3 0.4 0.1

Results of the Mulliken charge analysis, in e, for atoms 1 through 5: -0.204, -0.525, -0.445, 0.526, -0.421


Question: Among the records above, which one has the highest total energy?
Answer: C3H6N2O2


What did the first record say?
The following is a DFT calculation (wB97M-V/def2-TZVPD) of the molecule C3H6N2O2.

SMILES string ... C=CC/[N+]([O-])=N/O
LUMO ... 0.943 eV
ΔE to the lowest compared entry with this formula, charge and spin ... 5.7814 eV
Orbital gap ... 10.4 eV
Total energy ... -377.74688 Ha

Geometry (Å):
1 C -2.19148 -0.25802 0.58573
2 C -1.21555 0.58179 0.30148
3 C -0.21444 0.35866 -0.79157
4 N 1.13875 0.36052 -0.20674
5 O 1.59881 1.41036 0.23203
6 N 1.66059 -0.77802 -0.21765
7 O 2.92430 -0.80335 0.35628
8 H -2.89170 -0.06278 1.37875
9 H -2.33820 -1.16899 0.02902
10 H -1.06869 1.49151 0.86710
11 H -0.25136 1.18467 -1.50776
12 H -0.36811 -0.59764 -1.29129
13 H 3.21709 -1.71873 0.26462

Atomic forces in eV per Å
C -0.1 0.0 -0.1
C 0.2 0.1 0.0
C -0.7 0.0 -0.1
N 0.5 -0.4 -0.1
O 0.4 0.7 0.4
N 0.5 -1.4 -0.1
O -0.5 1.0 0.0
H -0.1 0.1 0.2
H 0.0 -0.2 -0.1
H -0.1 0.1 0.1
H 0.2 -0.1 0.1
H 0.0 0.1 0.0
H -0.4 0.0 -0.2

Results of the Mulliken charge analysis, in e, for atoms 1 through 5: -0.709, -0.022, -0.531, 1.054, -0.660


Question: Look up the total energy of the third one.
Answer: -2235.11368 Ha


Question: Which of these has the highest total energy?
Answer: C3H6N2O2